Entry 1:
This record from OMol25 describes a 3-piece molecular cluster, C24H52NO6 overall. The level of theory is wB97M-V/def2-TZVPD.

```
83
C24H52NO6, DFT wB97M-V/def2-TZVPD
C 0.5944 -2.1687 1.3506
C 1.5311 -1.0484 0.8825
C 1.5414 -0.9096 -0.6302
C 0.2621 -0.2824 -1.1435
C 0.0737 -0.4045 -2.6659
C -1.1800 -1.1700 -3.0783
C -2.4876 -0.6253 -2.4969
C -3.4951 -1.7194 -2.0737
C -3.9039 -1.6921 -0.5947
C -5.3614 -2.0948 -0.3243
C -6.4849 -1.3521 -1.0474
C -7.1446 -0.1244 -0.3511
C -6.3071 0.7952 0.5316
C -5.5419 1.8413 -0.2497
C -4.7774 2.7815 0.6956
C -3.4908 3.2771 0.0347
N -3.1254 4.6753 0.4441
H 1.1518 -3.0933 1.3907
H 0.1496 -1.9507 2.3110
H -0.2258 -2.3370 0.6605
H 1.2541 -0.1136 1.3581
H 2.5132 -1.2998 1.2576
H 2.3966 -0.3098 -0.9282
H 1.6587 -1.9057 -1.0488
H 0.3051 0.7796 -0.8939
H -0.5794 -0.6928 -0.5989
H 0.9259 -0.9479 -3.0543
H 0.0968 0.5838 -3.1093
H -1.2461 -1.0937 -4.1571
H -1.0556 -2.2224 -2.8613
H -2.9505 0.0190 -3.2359
H -2.3030 -0.0071 -1.6349
H -4.3478 -1.6521 -2.7372
H -3.0349 -2.6722 -2.2860
H -3.2919 -2.4352 -0.0935
H -3.6398 -0.7577 -0.1212
H -5.4110 -3.1492 -0.5654
H -5.5315 -2.0373 0.7439
H -7.2878 -2.0725 -1.1342
H -6.2263 -1.0828 -2.0631
H -7.9971 -0.4438 0.2333
H -7.5364 0.5130 -1.1353
H -7.0045 1.3683 1.1369
H -5.6757 0.2653 1.2336
H -6.2788 2.4394 -0.7737
H -4.8766 1.4055 -0.9814
H -4.5146 2.2359 1.5921
H -5.3997 3.6316 0.9427
H -3.5682 3.2228 -1.0369
H -2.6744 2.6484 0.3432
H -2.2899 4.9697 -0.0689
H -2.8780 4.7206 1.4338
H -3.8626 5.3516 0.2425
C 2.8832 -2.4107 4.7215
C 2.0033 -1.3422 5.3340
O 2.7276 -0.5183 6.2562
C 3.4901 0.4240 5.7014
O 3.5757 0.6655 4.5223
O 4.1198 1.0730 6.6781
C 5.0252 2.0883 6.2355
H 3.3689 -3.0013 5.4984
H 2.2901 -3.0761 4.0934
H 3.6679 -1.9696 4.1076
H 1.2077 -1.8020 5.9173
H 1.5373 -0.7194 4.5696
H 4.5317 2.7861 5.5634
H 5.8841 1.6372 5.7417
H 5.3561 2.6152 7.1250
C 5.7327 -0.0811 -1.2526
C 5.6367 -1.0394 -2.4204
O 5.6217 -0.3472 -3.6764
C 6.8129 0.0806 -4.1052
O 7.8673 -0.0902 -3.5520
O 6.6307 0.7129 -5.2647
C 7.8234 1.2697 -5.8277
H 4.9376 0.6651 -1.3086
H 5.6444 -0.6200 -0.3089
H 6.6832 0.4500 -1.2551
H 4.6953 -1.5858 -2.3823
H 6.4441 -1.7703 -2.4054
H 8.6038 0.5177 -5.9107
H 8.1718 2.1041 -5.2213
H 7.5591 1.6278 -6.8180
```

M, g mol⁻¹: 450.68
Net charge: +1
Max |F|, eV/Å: 0.9
HOMO energy, Eh: -0.444
Orbital gap, eV: 8.349
Electronic energy, hartree: -1451.6102

***

Entry 2:
This record from OMol25 describes C24H53N4OPtSbSi2 as an isolated structure. The level of theory is wB97M-V/def2-TZVPD.

```
86
C24H53N4OPtSbSi2, DFT wB97M-V/def2-TZVPD
Pt 0.3604 -0.3483 -0.7631
C 2.7800 -1.4221 -3.0061
Si 3.4924 -0.9895 -1.3101
C 5.2486 -0.4601 -1.7250
C 3.6841 -2.4315 -0.1289
C 2.3092 0.1912 -0.4556
Si 2.2117 1.9669 -1.1350
C 0.7106 2.2542 -2.2805
C 2.0668 3.1750 0.3223
C 3.7186 2.4545 -2.1217
H 3.5317 -1.9377 -3.6069
H 2.5474 -0.4911 -3.5345
H 1.8684 -2.0262 -3.0113
H 5.8216 -1.3574 -1.9684
H 5.7676 0.0328 -0.9000
H 5.3016 0.1980 -2.5921
H 4.3724 -3.1834 -0.5176
H 2.7453 -2.9291 0.1002
H 4.1003 -2.0725 0.8159
H 2.6058 0.2053 0.6000
H -0.1417 1.5746 -2.1821
H 1.0270 2.1745 -3.3218
H 0.3237 3.2660 -2.1369
H 1.1101 3.6999 0.3480
H 2.8294 3.9510 0.2338
H 2.2188 2.6810 1.2829
H 3.8011 1.9217 -3.0701
H 4.6472 2.3180 -1.5691
H 3.6187 3.5194 -2.3518
N -2.9823 4.7895 2.3944
C -3.3133 4.6711 0.9276
C -2.0569 4.2843 0.1708
N -1.5337 3.0371 0.7080
C -1.1311 3.2000 2.0963
C -2.3512 3.5291 2.9348
H -3.8264 5.0152 2.9246
H -2.3343 5.5705 2.5304
H -3.7225 5.6267 0.6057
H -4.0761 3.8996 0.8640
H -1.3268 5.1085 0.2356
H -2.3141 4.1675 -0.8818
H -0.7499 2.7168 0.1491
H -0.3718 3.9878 2.2297
H -0.6979 2.2700 2.4677
H -2.1044 3.7147 3.9785
H -3.1171 2.7599 2.8636
N -5.0824 1.5923 1.6073
C -4.5881 1.0786 0.7065
C -3.8547 0.5427 -0.3997
C -4.3817 0.4548 -1.6823
C -3.5381 0.0623 -2.7096
C -2.2153 -0.2126 -2.4242
N -1.7175 -0.1468 -1.1762
C -2.5226 0.2070 -0.1779
H -5.4184 0.6978 -1.8718
H -3.8957 -0.0197 -3.7255
H -1.5142 -0.5012 -3.1964
H -2.0779 0.2381 0.8083
C -0.5459 -0.3989 3.9021
O -0.1943 -0.6812 2.5483
H -0.0220 0.4824 4.2805
H -0.3370 -1.2419 4.5627
H -1.6187 -0.2123 3.9203
H 0.7551 -0.8375 2.4972
C -2.9668 -3.1969 0.9686
C -2.2375 -3.1743 -0.3712
Sb -0.1266 -2.7644 -0.2514
C 0.4910 -4.2837 -1.6352
C 1.9245 -4.7785 -1.6809
C 0.1937 -3.7233 1.6438
C 1.5407 -3.8271 2.3345
H -4.0353 -3.3472 0.8110
H -2.8425 -2.2628 1.5221
H -2.6220 -4.0040 1.6118
H -2.7148 -2.4703 -1.0535
H -2.2843 -4.1498 -0.8590
H 0.1379 -3.9669 -2.6181
H -0.1653 -5.0974 -1.3122
H 2.6333 -4.0035 -1.9613
H 1.9982 -5.5784 -2.4186
H 2.2337 -5.1932 -0.7214
H -0.1799 -4.7258 1.4116
H -0.5346 -3.2435 2.2945
H 2.2979 -4.3104 1.7223
H 1.4215 -4.4289 3.2367
H 1.9372 -2.8568 2.6431
```

M, g mol⁻¹: 786.73
Net charge: +2
Max |F|, eV/Å: 0.6
HOMO energy, Eh: -0.500
Orbital gap, eV: 7.672
Electronic energy, hartree: -2178.5782

***

Entry 3:
This record from OMol25 describes a 4-piece molecular cluster, C24H54BF2IN2O8PS4 overall in a non-equilibrium geometry. The level of theory is wB97M-V/def2-TZVPD.

```
97
C24H54BF2IN2O8PS4, DFT wB97M-V/def2-TZVPD
C -0.4027 4.1501 0.4795
C -0.9411 3.1870 -0.5006
C -1.5300 1.6424 -0.1161
B -2.2656 2.0900 1.3135
O -1.4173 1.9497 2.5508
N -3.6217 2.6882 1.5031
C -4.4299 2.1018 2.6283
C -3.6865 4.1856 1.4099
C -2.5324 1.3320 -1.3554
C -4.0128 0.7211 -1.0344
C -4.1358 -0.6951 -0.2821
C -5.6429 -1.3201 -0.6429
S -5.6072 -3.1194 -1.1602
O -5.9937 -3.9874 0.0785
O -6.7215 -3.2927 -2.2481
O -4.0639 -3.5732 -1.7969
C -1.8234 0.6576 -2.7002
F -2.5062 -0.6638 -2.9851
C -2.1171 1.5338 -4.0942
C -3.7043 1.8814 -4.3554
F -4.4523 0.6716 -4.8528
C -0.2506 0.3371 -2.5993
P 0.8396 0.9790 -4.0834
C 2.7009 0.9382 -3.6327
O 0.6197 -0.0998 -5.4640
C 0.5753 0.8335 -1.2880
N -0.2610 0.8688 0.0202
C -0.1548 -0.4967 0.5574
I -1.4810 -1.4592 1.9332
C 1.2883 -0.5390 1.4365
C 1.9112 -2.0535 1.2190
H -0.9979 4.8587 1.1937
H 0.7861 4.2600 0.5214
H -0.9122 3.4989 -1.6511
H -1.8318 1.3026 3.1904
H -4.1913 2.5246 3.6938
H -5.5795 2.1800 2.3324
H -4.1824 0.9386 2.6690
H -4.7945 4.4974 1.7260
H -3.5882 4.4802 0.2691
H -2.9707 4.7771 2.1209
H -2.8478 2.4087 -1.7868
H -4.5470 0.5655 -2.0941
H -4.7575 1.4837 -0.4944
H -3.2583 -1.4104 -0.5757
H -4.1871 -0.4808 0.8917
H -6.3210 -1.2416 0.3361
H -6.2146 -0.6786 -1.4575
H -4.0460 -3.1753 -2.7221
H -1.5563 2.5720 -4.1024
H -1.8345 0.8521 -5.0352
H -3.7318 2.6891 -5.2342
H -4.2827 2.2798 -3.4203
H -0.1062 -0.8479 -2.6579
H 3.0364 -0.0668 -3.1302
H 3.2907 1.1368 -4.6519
H 2.9463 1.8306 -2.8919
H 0.6976 0.5400 -6.2568
H 1.1918 1.8455 -1.4468
H 1.4754 0.0479 -1.2078
H 0.3532 1.4845 0.6469
H 0.0013 -1.2734 -0.3416
H 2.0845 0.2069 0.9915
H 1.0392 -0.3272 2.5767
H 2.0819 -2.1616 0.0464
H 3.0011 -2.0710 1.6952
H 1.2194 -2.8831 1.6675
C 1.8578 -6.9081 -1.2136
S 2.9046 -6.4097 0.1753
O 2.2382 -5.2455 0.8472
C 4.2576 -5.7543 -0.8313
H 0.9261 -7.3174 -0.8160
H 1.6332 -6.0435 -1.8426
H 2.3677 -7.6765 -1.7993
H 3.8872 -4.9599 -1.4837
H 4.6911 -6.5594 -1.4295
H 5.0216 -5.3485 -0.1644
C 6.5989 -3.0698 1.9331
S 6.0084 -1.3995 2.3000
O 4.9763 -1.0494 1.2690
C 7.5404 -0.5514 1.8446
H 5.7825 -3.7733 2.1126
H 6.9098 -3.1361 0.8878
H 7.4364 -3.3148 2.5904
H 7.7942 -0.7708 0.8048
H 8.3481 -0.8767 2.5046
H 7.3899 0.5242 1.9615
C 0.9439 2.5817 4.9886
S 1.7854 3.1501 3.4913
O 2.3596 1.9425 2.8108
C 3.1426 3.9906 4.3427
H 0.0723 1.9926 4.6940
H 1.6166 1.9592 5.5832
H 0.6148 3.4439 5.5735
H 3.6817 3.2825 4.9766
H 2.7436 4.8078 4.9484
H 3.8245 4.3970 3.5924
```

M, g mol⁻¹: 833.66
Net charge: +1
Max |F|, eV/Å: 7.3
HOMO energy, Eh: -0.394
Orbital gap, eV: 6.603
Electronic energy, hartree: -4113.8775